{"formula": "C4H10S2", "method": "ωB97M-V with the def2-TZVPD basis set", "total_energy_ev": -25980.019, "e_lumo_ev": 0.901, "orbital_gap_ha": 0.348, "total_charge": 0, "de_lowest_kj_mol": 93.2, "smiles": "CSC(C)SC", "symbols": ["C", "S", "C", "C", "S", "C", "H", "H", "H", "H", "H", "H", "H", "H", "H", "H"], "positions_angstrom": [[2.577043, -1.085668, -0.455095], [1.678988, 0.333604, -1.122217], [0.213712, 0.376094, -0.109466], [-0.681448, -0.928688, -0.134410], [-0.767245, 1.810884, -0.592181], [-2.101269, 1.674568, 0.603863], [3.469758, -1.049371, -1.000490], [2.080203, -1.994647, -0.717334], [2.707223, -1.180578, 0.631201], [0.618138, 0.446069, 0.940548], [-0.961042, -0.969457, -1.123146], [-1.541292, -0.765516, 0.495459], [-0.059547, -1.772520, 0.179580], [-1.737356, 1.792107, 1.620193], [-2.686646, 0.775417, 0.386259], [-2.809220, 2.537701, 0.397235]], "forces_ev_per_angstrom": [[-1.5, -0.1, 0.7], [0.3, 0.1, -0.4], [-0.5, -1.4, 2.2], [2.2, 1.6, 1.3], [0.3, 0.3, -0.1], [-1.2, 1.1, -0.8], [1.6, -0.1, -0.4], [-0.4, -0.6, -0.5], [0.2, 0.8, -0.2], [-0.6, 0.5, -0.8], [-0.9, -0.8, -2.3], [0.0, -0.4, 0.3], [-0.4, 0.0, 0.0], [-0.1, -0.4, 0.1], [0.2, 0.2, 0.6], [1.0, -0.9, 0.2]], "mulliken_charge": [-0.923, -0.049, -0.028, -1.328, -0.060, -0.825, 0.332, 0.304, 0.316, 0.265, 0.389, 0.356, 0.390, 0.289, 0.274, 0.297]}